[1]
{
  "formula": "C27H54O17",
  "method": "wB97M-V/def2-TZVPD",
  "elements": ["C", "O", "C", "O", "O", "C", "H", "H", "H", "H", "H", "H", "C", "O", "C", "O", "O", "C", "H", "H", "H", "H", "H", "H", "C", "O", "C", "O", "O", "C", "H", "H", "H", "H", "H", "H", "C", "O", "C", "O", "O", "C", "H", "H", "H", "H", "H", "H", "C", "C", "C", "O", "H", "H", "H", "H", "H", "H", "C", "C", "C", "O", "H", "H", "H", "H", "H", "H", "C", "C", "C", "O", "H", "H", "H", "H", "H", "H", "C", "C", "C", "O", "H", "H", "H", "H", "H", "H", "C", "C", "C", "O", "H", "H", "H", "H", "H", "H"],
  "coordinates": [[2.875, -2.680, 3.073], [2.777, -2.644, 4.480], [2.591, -3.748, 5.174], [2.816, -4.871, 4.799], [2.122, -3.403, 6.379], [1.895, -4.458, 7.314], [3.893, -2.741, 2.687], [2.541, -1.704, 2.709], [2.223, -3.444, 2.652], [2.061, -4.036, 8.296], [2.548, -5.311, 7.126], [0.886, -4.833, 7.143], [1.540, 8.359, -1.547], [1.870, 6.986, -1.514], [0.967, 6.123, -1.930], [-0.195, 6.346, -2.106], [1.560, 4.947, -2.079], [0.812, 3.920, -2.735], [0.627, 8.597, -0.999], [1.435, 8.706, -2.575], [2.342, 8.903, -1.053], [-0.255, 3.995, -2.508], [1.189, 2.990, -2.329], [0.851, 4.081, -3.812], [-4.752, -0.758, -0.023], [-4.520, -1.157, -1.366], [-3.316, -1.512, -1.745], [-2.312, -1.523, -1.084], [-3.386, -1.828, -3.031], [-2.281, -2.516, -3.612], [-4.285, -1.433, 0.690], [-5.813, -0.641, 0.154], [-4.269, 0.208, 0.148], [-1.712, -3.026, -2.834], [-1.648, -1.836, -4.178], [-2.683, -3.276, -4.281], [4.282, -0.158, -1.836], [3.920, 1.093, -2.389], [4.764, 2.114, -2.192], [5.689, 2.101, -1.425], [4.364, 3.126, -2.925], [4.869, 4.418, -2.577], [3.527, -0.874, -2.165], [4.298, -0.204, -0.750], [5.185, -0.515, -2.335], [4.701, 4.584, -1.515], [4.349, 5.167, -3.161], [5.936, 4.452, -2.791], [0.812, -0.716, -1.004], [0.239, 0.362, -0.115], [-0.121, -0.023, 1.292], [-0.031, 1.456, -0.562], [0.746, -0.392, -2.038], [0.295, -1.650, -0.793], [1.866, -0.913, -0.797], [-0.682, -0.960, 1.277], [-0.697, 0.769, 1.750], [0.802, -0.267, 1.826], [-1.026, -5.625, 1.191], [0.309, -5.246, 0.626], [0.539, -4.994, -0.858], [1.280, -5.297, 1.350], [-0.927, -6.302, 2.033], [-1.690, -6.049, 0.435], [-1.563, -4.736, 1.538], [1.075, -4.070, -1.037], [-0.454, -5.062, -1.310], [1.089, -5.846, -1.258], [-4.959, -2.591, 4.691], [-3.709, -3.209, 4.049], [-2.988, -2.414, 3.015], [-3.369, -4.325, 4.354], [-5.071, -3.107, 5.644], [-5.824, -2.826, 4.074], [-4.816, -1.531, 4.887], [-3.121, -1.349, 3.177], [-3.356, -2.812, 2.062], [-1.931, -2.675, 2.940], [-2.945, 4.314, 0.342], [-2.962, 3.198, 1.344], [-1.693, 3.044, 2.165], [-3.876, 2.414, 1.429], [-2.584, 5.232, 0.810], [-3.924, 4.420, -0.118], [-2.187, 4.106, -0.420], [-1.444, 3.928, 2.754], [-0.863, 2.762, 1.519], [-1.822, 2.252, 2.905], [-0.751, 1.173, -3.954], [0.369, 0.515, -4.688], [1.680, 1.241, -4.894], [0.273, -0.656, -4.994], [-0.776, 2.247, -4.165], [-0.444, 1.183, -2.901], [-1.715, 0.705, -4.111], [2.433, 0.554, -5.276], [2.093, 1.647, -3.972], [1.541, 2.032, -5.634]],
  "e_homo_ha": -0.3535,
  "energy_ha": -2340.24735,
  "lumo_ha": 0.0154,
  "homo_lumo_gap_ev": 10.04
}

***

[2]
{
  "formula": "BaCoH9O5",
  "method": "wB97M-V/def2-TZVPD",
  "elements": ["Ba", "Co", "O", "H", "O", "H", "H", "O", "H", "H", "O", "H", "H", "O", "H", "H"],
  "coordinates": [[-12.526, 7.240, -34.545], [-15.720, 9.009, -34.597], [-13.936, 9.430, -33.854], [-13.276, 9.937, -34.372], [-11.212, 9.602, -35.507], [-10.562, 9.131, -36.056], [-10.771, 10.447, -35.295], [-11.850, 12.262, -33.083], [-12.117, 12.563, -33.962], [-12.556, 11.670, -32.784], [-13.650, 10.450, -31.319], [-13.760, 10.010, -32.179], [-13.032, 9.910, -30.807], [-16.116, 11.054, -34.747], [-15.747, 11.783, -34.211], [-16.314, 11.449, -35.618]],
  "spin_multiplicity": 4,
  "e_homo_ha": [-0.7324, -0.7323],
  "energy_ha": -1788.69217,
  "lumo_ha": [-0.5353, -0.5531],
  "homo_lumo_gap_ev": [5.36, 4.88],
  "total_charge": 3
}

***

[3]
{
  "formula": "C41H48N4O2STeV",
  "method": "wB97M-V/def2-TZVPD",
  "elements": ["V", "C", "C", "C", "C", "C", "C", "C", "C", "C", "C", "C", "C", "N", "C", "C", "C", "C", "C", "N", "C", "C", "C", "C", "H", "H", "H", "H", "H", "H", "H", "H", "H", "H", "H", "H", "H", "H", "H", "H", "H", "H", "H", "H", "H", "H", "H", "H", "H", "H", "H", "H", "H", "C", "C", "C", "C", "C", "C", "C", "S", "O", "O", "N", "C", "C", "C", "C", "C", "N", "H", "H", "H", "H", "H", "H", "H", "H", "H", "H", "H", "C", "Te", "C", "C", "C", "C", "C", "C", "C", "H", "H", "H", "H", "H", "H", "H", "H"],
  "coordinates": [[0.264, 0.416, -0.131], [-3.413, -0.263, -2.107], [-3.132, -0.373, -0.602], [-4.338, 0.106, 0.203], [-2.708, -1.786, -0.243], [-3.623, -2.713, 0.235], [-3.227, -4.000, 0.559], [-1.905, -4.372, 0.410], [-0.956, -3.480, -0.082], [0.480, -3.948, -0.243], [0.609, -4.959, -1.388], [1.010, -4.549, 1.064], [-1.368, -2.179, -0.413], [-0.443, -1.232, -0.952], [-0.046, -1.464, -2.179], [0.870, -0.564, -2.728], [1.504, -0.478, -3.967], [2.287, 0.663, -3.909], [2.099, 1.253, -2.647], [1.240, 0.498, -1.909], [2.770, 2.533, -2.200], [3.605, 3.121, -3.340], [3.700, 2.236, -1.014], [1.711, 3.574, -1.811], [-3.796, 0.731, -2.347], [-4.157, -1.006, -2.403], [-2.509, -0.427, -2.693], [-2.300, 0.294, -0.361], [-5.242, -0.434, -0.081], [-4.507, 1.166, 0.014], [-4.160, -0.035, 1.271], [-4.659, -2.433, 0.364], [-3.954, -4.712, 0.930], [-1.603, -5.380, 0.670], [1.096, -3.084, -0.498], [0.007, -5.848, -1.191], [1.649, -5.266, -1.510], [0.271, -4.526, -2.330], [0.512, -5.491, 1.299], [0.838, -3.865, 1.899], [2.081, -4.752, 0.986], [-0.437, -2.303, -2.748], [1.402, -1.165, -4.793], [2.926, 1.030, -4.695], [4.439, 2.469, -3.604], [4.015, 4.083, -3.027], [2.995, 3.285, -4.230], [4.427, 1.469, -1.288], [3.122, 1.881, -0.165], [4.241, 3.139, -0.721], [1.042, 3.771, -2.652], [2.195, 4.512, -1.525], [1.118, 3.226, -0.976], [0.767, 6.448, 5.590], [0.321, 5.439, 4.568], [0.433, 5.714, 3.205], [0.078, 4.772, 2.256], [-0.412, 3.541, 2.672], [-0.540, 3.248, 4.019], [-0.184, 4.202, 4.959], [-0.492, 2.251, 1.454], [-1.074, 1.040, 2.035], [-1.156, 2.735, 0.266], [1.035, 1.986, 1.123], [1.638, 0.957, 1.820], [2.238, 1.043, 3.072], [2.865, -0.083, 3.574], [2.885, -1.252, 2.818], [2.250, -1.266, 1.596], [1.617, -0.191, 1.112], [1.468, 7.157, 5.152], [1.250, 5.958, 6.436], [-0.085, 7.010, 5.977], [0.827, 6.670, 2.885], [0.192, 4.963, 1.196], [-0.903, 2.273, 4.321], [-0.276, 3.976, 6.015], [2.221, 1.983, 3.605], [3.347, -0.045, 4.542], [3.378, -2.143, 3.178], [2.248, -2.150, 0.976], [-2.153, -0.460, 4.691], [-1.235, -1.535, 3.063], [-1.983, -3.220, 4.214], [-3.204, -2.703, 4.916], [-4.252, -3.525, 5.312], [-5.349, -3.000, 5.981], [-5.403, -1.644, 6.265], [-4.365, -0.814, 5.865], [-3.272, -1.333, 5.182], [-2.516, 0.503, 4.339], [-1.412, -0.290, 5.475], [-1.234, -3.530, 4.946], [-2.211, -4.075, 3.580], [-4.217, -4.584, 5.082], [-6.163, -3.652, 6.272], [-6.259, -1.229, 6.781], [-4.412, 0.248, 6.076]],
  "spin_multiplicity": 2,
  "e_homo_ha": [-0.2459, -0.2183],
  "energy_ha": -3570.84036,
  "lumo_ha": [0.0034, 0.0008],
  "homo_lumo_gap_ev": [6.78, 5.96]
}